1.
Below is C3H4N2O2 as an isolated structure in a non-equilibrium geometry, with properties calculated with wB97M-V/def2-TZVPD.

- E_HOMO: -10.090 eV
- F_max: 1.54 eV Å⁻¹
- Calculated total energy: -376.68301 a.u.
- Molar mass: 100.08 g mol⁻¹
- Lowest unoccupied orbital energy: 0.58 eV

Atoms and positions in Å:
C: 1.896 -0.202 0.017
C: 0.465 0.218 0.013
C: -1.551 0.088 0.025
H: 1.993 -1.282 -0.126
H: 2.384 0.236 -0.867
H: 2.391 0.120 0.922
H: -3.009 -1.125 -0.083
N: 0.104 1.463 0.007
N: -0.531 -0.701 0.062
O: -1.292 1.372 0.028
O: -2.850 -0.187 0.004

Electronic structure analysis, Mulliken charges in units of e: C -0.950; C 0.614; C 0.696; H 0.291; H 0.277; H 0.259; H 0.357; N -0.416; N -0.544; O -0.121; O -0.464

---

2.
Below is a single C5H7FO2 molecule in a non-equilibrium geometry, with properties calculated with wB97M-V/def2-TZVPD.

- E_HOMO: -8.546 eV
- F_max: 2.50 eV Å⁻¹
- Calculated total energy: -445.00870 a.u.
- SMILES: O[C@@H]1CCO/C1=C\F
- Molar mass: 118.11 g mol⁻¹
- Lowest unoccupied orbital energy: 0.63 eV

Atoms and positions in Å:
C: 0.867 0.729 0.318
C: 1.815 -0.273 -0.321
C: 1.226 -1.582 0.064
C: -0.413 -0.038 0.192
C: -1.617 0.473 0.049
H: 0.939 2.612 0.541
H: 1.101 0.838 1.394
H: 1.874 -0.017 -1.384
H: 2.821 -0.032 -0.025
H: 1.466 -2.511 -0.525
H: 1.568 -1.793 1.097
H: -1.789 1.504 0.177
O: 0.852 2.048 -0.228
O: -0.174 -1.360 0.019
F: -2.741 -0.218 -0.157

Electronic structure analysis, Mulliken charges in units of e: C 0.302; C -0.777; C -0.300; C 0.055; C -0.217; H 0.373; H 0.258; H 0.278; H 0.317; H 0.300; H 0.241; H 0.364; O -0.531; O -0.413; F -0.250

---

3.
Below is a 2-piece molecular cluster, C4H8NO3 overall in a non-equilibrium geometry, with properties calculated with wB97M-V/def2-TZVPD.

- E_HOMO: -4.596 eV
- Charge: -1
- F_max: 5.15 eV Å⁻¹
- Calculated total energy: -437.75739 a.u.
- Molar mass: 118.11 g mol⁻¹
- Lowest unoccupied orbital energy: 3.75 eV

Atoms and positions in Å:
C: 1.309 -2.023 0.878
C: 0.047 -1.931 1.758
O: -0.557 -0.859 1.528
O: -0.142 -2.895 2.531
H: 2.016 -1.149 0.716
H: 0.890 -2.366 -0.104
H: 1.914 -2.850 1.325
C: 0.426 2.010 -0.954
C: -1.025 1.671 -1.359
O: -1.575 2.237 -2.348
N: -1.661 0.803 -0.606
H: -2.591 0.620 -0.938
H: -1.467 0.289 0.377
H: 1.187 1.307 -0.859
H: 0.427 2.503 -0.055
H: 0.803 2.632 -1.890

Electronic structure analysis, Mulliken charges in units of e: C -0.719; C 0.435; O -0.722; O -0.711; H 0.220; H 0.144; H 0.292; C -0.940; C 0.567; O -0.712; N -0.279; H 0.202; H 0.363; H 0.330; H 0.287; H 0.245

---

4.
Below is C29H67F6HgN3O19S8 as an isolated structure in a non-equilibrium geometry, with properties calculated with wB97M-V/def2-TZVPD.

- E_HOMO: -8.532 eV
- F_max: 6.40 eV Å⁻¹
- Calculated total energy: -6676.68981 a.u.
- Molar mass: 1332.97 g mol⁻¹
- Lowest unoccupied orbital energy: -0.47 eV

Atoms and positions in Å:
Hg: 2.201 1.950 -0.328
O: 0.535 5.648 0.861
C: 1.253 4.630 0.420
O: 2.015 4.030 1.170
O: 1.269 4.269 -0.735
H: 0.898 5.436 1.725
C: -0.062 -0.636 2.518
F: -1.259 -0.093 2.265
F: 0.670 0.203 3.270
F: 0.009 -1.789 3.191
S: 0.645 -0.821 0.645
O: 2.127 -0.877 0.803
O: 0.034 -2.027 0.037
N: 0.299 0.729 -0.154
S: -0.972 0.328 -0.977
O: -0.641 -0.336 -2.264
O: -2.079 -0.350 -0.329
C: -1.641 2.106 -1.411
F: -1.887 2.774 -0.243
F: -0.709 2.634 -2.248
F: -2.816 2.013 -2.064
C: 1.910 -1.706 5.921
S: 1.794 -0.685 7.511
O: 3.090 -0.782 8.297
C: 0.369 -1.591 8.313
H: 2.764 -1.398 5.318
H: 1.044 -1.680 5.259
H: 2.060 -2.781 6.024
H: 0.687 -2.621 8.472
H: -0.546 -1.628 7.721
H: 0.130 -1.081 9.246
C: -1.463 1.730 -5.396
S: -3.243 1.451 -5.812
O: -3.284 0.776 -7.194
C: -3.736 3.172 -6.267
H: -1.147 2.748 -5.626
H: -0.841 1.178 -6.101
H: -0.998 1.310 -4.504
H: -3.523 3.761 -5.375
H: -4.824 3.231 -6.287
H: -3.368 3.582 -7.207
C: -1.996 -4.556 3.156
S: -3.002 -6.151 3.134
O: -4.254 -5.939 3.963
C: -3.621 -5.864 1.442
H: -2.681 -3.852 3.629
H: -1.481 -4.118 2.301
H: -1.239 -4.818 3.894
H: -2.736 -5.583 0.871
H: -4.276 -5.035 1.710
H: -4.269 -6.678 1.118
C: 4.152 2.036 4.249
S: 4.115 0.941 2.770
O: 3.126 1.574 1.800
C: 5.852 1.289 2.204
H: 4.868 1.583 4.935
H: 3.088 2.149 4.456
H: 4.365 3.082 4.030
H: 6.464 0.458 2.555
H: 6.067 2.308 2.527
H: 5.996 1.202 1.127
C: 3.179 -1.768 -2.760
S: 4.321 -0.591 -1.857
O: 3.527 0.387 -1.037
C: 4.920 -1.845 -0.621
H: 2.370 -2.117 -2.119
H: 3.817 -2.589 -3.086
H: 2.746 -1.340 -3.664
H: 4.143 -2.510 -0.245
H: 5.244 -1.253 0.235
H: 5.735 -2.446 -1.024
C: 3.757 2.112 -4.423
S: 1.991 2.270 -4.031
O: 1.812 1.846 -2.568
C: 1.961 4.191 -3.933
H: 3.916 2.716 -5.317
H: 4.137 1.091 -4.389
H: 4.210 2.631 -3.578
H: 2.510 4.658 -3.115
H: 0.890 4.310 -3.772
H: 2.102 4.518 -4.963
C: -0.888 -3.547 -5.149
O: 0.000 -4.086 -5.835
N: -1.615 -2.504 -5.570
C: -2.447 -1.647 -4.625
C: -1.758 -2.142 -6.968
H: -0.887 -3.844 -4.089
H: -3.346 -1.277 -5.119
H: -1.790 -0.778 -4.662
H: -2.530 -2.051 -3.616
H: -2.695 -2.475 -7.414
H: -1.683 -1.056 -7.030
H: -0.999 -2.673 -7.543
C: -1.395 6.150 -3.904
O: -1.500 6.160 -5.177
N: -2.438 5.844 -3.157
C: -2.300 5.796 -1.707
C: -3.782 5.602 -3.595
H: -0.442 6.362 -3.395
H: -2.620 4.827 -1.323
H: -3.090 6.481 -1.402
H: -1.310 6.104 -1.370
H: -4.354 6.414 -3.146
H: -4.029 5.911 -4.610
H: -4.253 4.621 -3.534
O: -7.718 -0.115 2.558
C: -6.870 -0.421 3.380
O: -5.782 0.163 3.611
C: -5.391 1.394 2.934
C: -4.449 1.063 1.783
C: -7.013 -1.622 4.272
H: -4.955 2.001 3.727
H: -6.213 2.014 2.576
H: -4.916 0.783 0.839
H: -3.866 0.188 2.071
H: -3.726 1.829 1.502
H: -7.928 -2.090 3.909
H: -6.990 -1.245 5.295
H: -6.279 -2.417 4.134
O: 4.161 -4.835 1.321
C: 3.581 -4.817 2.418
O: 4.197 -4.729 3.624
C: 5.667 -4.652 3.762
C: 6.007 -3.170 3.506
C: 2.173 -4.468 2.556
H: 6.124 -5.319 3.032
H: 5.974 -4.992 4.751
H: 5.696 -3.039 2.470
H: 7.042 -3.019 3.815
H: 5.494 -2.518 4.213
H: 1.593 -5.334 2.237
H: 1.932 -3.596 1.949
H: 2.014 -4.335 3.626

Atom charges from the Mulliken analysis, given in e for atoms 1 to 99: Hg 3.407; O -0.471; C 0.685; O -0.682; O -0.579; H 0.267; C 0.377; F -0.128; F -0.155; F -0.037; S 0.171; O -0.072; O -0.491; N -0.268; S 0.583; O -0.536; O -0.503; C 0.183; F -0.183; F 0.218; F -0.194; C -0.671; S 0.501; O -0.611; C -0.924; H 0.216; H 0.079; H 0.422; H 0.297; H 0.331; H 0.332; C -0.874; S 0.566; O -0.662; C -0.437; H 0.464; H 0.588; H -0.160; H -0.275; H 0.414; H 0.346; C -0.916; S 0.448; O -0.617; C -0.764; H 0.382; H 0.277; H 0.318; H 0.265; H 0.235; H 0.363; C -1.292; S 0.809; O -1.121; C -1.244; H 0.420; H 0.385; H 0.424; H 0.393; H 0.414; H 0.328; C -0.838; S 0.167; O -0.847; C -0.660; H 0.120; H 0.519; H 0.322; H 0.133; H 0.033; H 0.584; C -1.025; S 0.320; O -1.011; C -0.786; H 0.426; H 0.308; H 0.308; H 0.419; H -0.148; H 0.579; C 0.127; O -0.664; N 0.123; C -0.243; C -0.794; H 0.334; H 0.441; H -0.360; H 0.281; H 0.260; H 0.212; H 0.341; C 0.100; O -0.690; N 0.244; C -1.028; C -1.308; H 0.431

---

5.
Below is an isolated ion of composition C5H13N3 and charge +2 in a non-equilibrium geometry, with properties calculated with wB97M-V/def2-TZVPD.

- E_HOMO: -19.455 eV
- Charge: +2
- F_max: 6.07 eV Å⁻¹
- Calculated total energy: -361.83709 a.u.
- SMILES: C=[N+](C)C(=[NH2+])N(C)C
- Molar mass: 115.18 g mol⁻¹
- Lowest unoccupied orbital energy: -9.39 eV

Atoms and positions in Å:
C: -0.517 -0.069 -2.416
C: 0.554 0.391 -0.264
C: -0.521 -1.321 1.009
C: 1.637 -0.445 1.764
C: -1.833 0.896 -0.666
N: 0.581 -0.417 0.751
N: 1.477 1.272 -0.682
N: -0.630 0.394 -1.252
H: -1.478 0.203 -3.031
H: 0.459 -0.492 -2.632
H: 0.001 -2.335 0.944
H: -0.886 -1.100 1.910
H: -1.404 -1.317 0.251
H: 1.464 -0.862 2.728
H: 2.535 -0.826 1.178
H: 1.805 0.560 1.921
H: -2.283 0.233 0.022
H: -2.684 1.048 -1.295
H: -1.703 1.851 0.031
H: 2.437 1.035 -0.518
H: 1.223 2.176 -1.037

Electronic structure analysis, Mulliken charges in units of e: C -0.028; C 0.420; C -1.056; C -1.004; C -0.771; N 0.065; N -0.380; N 0.071; H 0.296; H 0.333; H 0.372; H 0.452; H 0.444; H 0.374; H 0.351; H 0.480; H 0.321; H 0.427; H 0.322; H 0.253; H 0.257

---

6.
Below is C11H26CoN4O7S as an isolated structure in a non-equilibrium geometry, with properties calculated with wB97M-V/def2-TZVPD.

- E_HOMO (spin up / spin down): -6.039 / -8.413 eV
- F_max: 6.56 eV Å⁻¹
- Calculated total energy: -2960.94914 a.u.
- Molar mass: 417.35 g mol⁻¹
- Lowest unoccupied orbital energy (spin up / spin down): -0.67 / -1.75 eV
- Spin multiplicity: 4

Atoms and positions in Å:
O: -1.597 -0.508 -3.817
H: -1.024 -0.785 -4.611
Co: 0.147 0.196 -0.179
N: 1.537 -0.882 -0.692
N: -0.784 -1.383 -0.117
N: 0.959 1.804 0.226
N: -1.299 1.216 0.387
O: 2.781 -0.544 -0.594
O: 2.296 1.947 0.235
O: -2.566 0.938 -0.036
O: -2.062 -1.473 0.100
C: -0.134 -2.470 -0.623
C: 1.162 -2.149 -1.078
C: 0.206 2.893 0.525
C: -1.143 2.498 0.767
C: 2.050 -3.045 -1.840
H: 1.869 -3.027 -2.918
H: 1.954 -4.095 -1.575
H: 3.084 -2.768 -1.694
C: -0.730 -3.828 -0.561
H: -1.682 -3.928 -1.110
H: -0.892 -4.131 0.487
H: -0.050 -4.599 -0.955
C: 0.675 4.271 0.592
C: -2.225 3.150 1.525
H: 1.235 4.542 -0.297
H: 1.326 4.447 1.441
H: -0.141 4.986 0.676
H: -2.869 2.394 2.006
H: -2.867 3.791 0.898
H: -1.754 3.725 2.338
H: 2.700 1.089 -0.144
H: -2.535 -0.149 0.021
C: -3.336 -0.450 -3.014
H: -3.328 -1.487 -3.352
H: -3.107 0.522 -3.428
H: -3.922 -0.388 -2.062
O: -0.495 0.738 -1.785
H: -0.980 -0.079 -3.123
H: -0.760 1.686 -1.842
C: 2.186 0.829 3.236
S: 0.965 -0.245 2.474
C: 1.886 -1.775 2.476
O: -0.176 -0.384 3.426
H: 3.166 0.700 2.747
H: 2.231 0.545 4.303
H: 1.848 1.873 3.134
H: 2.573 -1.755 3.343
H: 1.163 -2.605 2.547
H: 2.464 -1.848 1.538

Electronic structure analysis, Mulliken charges in units of e: O -0.574; H 0.216; Co -1.541; N 0.947; N 1.130; N 0.566; N 0.730; O -0.711; O -0.509; O -0.544; O -0.717; C 0.677; C -0.042; C 0.278; C 0.514; C -1.539; H 0.281; H 0.404; H 0.373; C -1.407; H 0.296; H 0.289; H 0.417; C -1.647; C -1.563; H 0.343; H 0.325; H 0.445; H 0.370; H 0.288; H 0.458; H 0.609; H 0.550; C -1.074; H 0.281; H 0.343; H 0.335; O -0.449; H 0.481; H 0.150; C -1.197; S 1.235; C -1.113; O -0.763; H 0.332; H 0.463; H 0.253; H 0.449; H 0.319; H 0.245

---

7.
Below is a single Cl3O2PS molecule in a non-equilibrium geometry, with properties calculated with wB97M-V/def2-TZVPD.

- E_HOMO: -10.626 eV
- F_max: 3.02 eV Å⁻¹
- Calculated total energy: -2270.62983 a.u.
- Molar mass: 201.40 g mol⁻¹
- Lowest unoccupied orbital energy: -0.97 eV

Atoms and positions in Å:
O: 1.258 -1.812 -0.033
O: 0.022 0.344 0.552
P: -1.680 0.205 0.656
S: 1.467 -0.549 0.536
Cl: -1.758 -0.949 -0.989
Cl: -2.131 2.138 0.021
Cl: 2.822 0.623 -0.743

Electronic structure analysis, Mulliken charges in units of e: O -0.348; O -0.214; P 0.446; S 0.650; Cl -0.144; Cl -0.164; Cl -0.226

---

The lowest F_max belongs to which entry? C3H4N2O2